# 1
# C2H2FOP

A 2-piece molecular cluster, C2H2FOP overall in a non-equilibrium geometry (ωB97M-V/def2-TZVPD, OMol25).

Each line ends with the Mulliken spin population.
Positions of all 7 atoms, in Å:
1 P -1.000 -1.372 -0.306  1.0637
2 F -0.601 0.526 1.891  0.0038
3 O 0.914 1.791 0.900  0.2152
4 C 0.114 -0.112 -0.285  0.6924
5 C 0.199 0.844 0.805  0.0333
6 H -0.820 -1.795 -1.723  0.0208
7 H 1.193 0.118 -1.281  -0.0292

Properties
spin multiplicity: 3
LUMO energy (spin up / spin down): 0.1090 / -3.7575 eV
total energy: -16154.94427 eV
energy above the lowest of the compared OMol25 structures with the same formula, charge and spin: 53.40 kcal/mol


# 2
# C6H5IN2OS

One molecule with the formula C6H5IN2OS in a non-equilibrium geometry (ωB97M-V/def2-TZVPD, OMol25).

Each line ends with the natural charge from an NBO analysis.
Positions of all 16 atoms, in Å:
1 I 5.788 -0.386 0.002  0.2091
2 S 3.265 2.062 -0.009  0.2411
3 O 1.188 3.711 -0.020  -0.5593
4 N 0.870 -0.885 0.135  -0.4143
5 N 0.708 1.398 -0.067  -0.4744
6 C -0.581 -0.677 0.146  -0.2189
7 C -0.738 0.925 -0.082  -0.2317
8 C 1.483 2.551 -0.133  0.5807
9 C 3.782 -0.670 0.027  -0.3550
10 C 1.491 0.197 -0.020  0.3825
11 C 2.906 0.319 -0.023  -0.2526
12 H -1.431 1.503 0.558  0.2306
13 H -1.045 -1.164 -0.582  0.1990
14 H -1.066 1.057 -1.170  0.2036
15 H -0.963 -0.961 1.119  0.2030
16 H 3.384 -1.617 0.409  0.2566

Properties
LUMO energy: -0.0872 eV
SMILES string: O=c1s/c(=C\I)c2n1CCN=2
total energy: -30265.45331 eV


# 3
# C25H38ClFN6O2S

A 3-piece molecular cluster, C25H38ClFN6O2S overall (ωB97M-V/def2-TZVPD, OMol25).

Each line ends with the Löwdin charge.
Positions of all 74 atoms, in Å:
1 Cl -3.352 -4.823 1.792  0.6684
2 S -3.638 1.415 1.923  1.0610
3 F -1.635 -1.031 -0.991  -0.0163
4 O -4.143 4.997 0.813  0.0040
5 O 8.980 -5.160 -2.284  0.0091
6 N -2.271 -0.171 -0.100  0.0399
7 N 3.462 -2.942 -0.798  -0.0057
8 N 0.691 5.503 1.158  0.0145
9 N 6.768 -5.616 -2.059  -0.2004
10 N -4.953 -0.385 3.932  0.0564
11 N -5.821 4.418 -0.602  -0.1984
12 C -5.299 4.678 0.612  -0.3678
13 C 6.430 -4.218 -1.843  -0.0472
14 C 2.990 2.015 1.050  -0.0677
15 C -0.041 3.102 1.407  -0.1696
16 C -1.432 0.895 0.344  -0.1405
17 C -1.312 2.785 1.844  -0.0508
18 C 0.557 2.297 0.420  -0.1238
19 C 0.520 0.371 -1.201  -0.1371
20 C 0.620 4.309 2.032  -0.2191
21 C -3.440 -3.089 1.870  -0.6553
22 C 2.624 -2.545 -1.926  -0.2891
23 C -2.786 -2.358 0.888  -0.0414
24 C 1.989 2.604 0.028  -0.1754
25 C 8.056 -5.949 -2.264  -0.3645
26 C -7.205 4.032 -0.780  -0.0608
27 C -4.229 -1.093 2.920  -0.3255
28 C -0.145 1.209 -0.131  -0.0831
29 C -4.955 4.526 -1.763  -0.0394
30 C -4.158 -2.483 2.892  -0.0585
31 C 1.176 -0.896 -0.590  -0.1738
32 C -3.585 -0.350 1.934  -0.3921
33 C 5.709 -6.604 -2.045  -0.0609
34 C -1.996 1.707 1.320  -0.4281
35 C 1.218 -2.101 -1.548  -0.2001
36 C -2.860 -0.970 0.913  -0.1950
37 H 1.605 4.036 2.400  0.1048
38 H 3.838 2.680 1.176  0.0713
39 H 2.514 1.874 2.013  0.0745
40 H 3.335 1.039 0.721  0.0554
41 H 0.403 5.262 0.218  0.0661
42 H -4.113 3.840 -1.667  0.0908
43 H 4.102 -2.222 -0.506  0.0658
44 H -1.783 3.403 2.591  0.1133
45 H -4.560 5.539 -1.844  0.0924
46 H 3.148 -1.794 -2.511  0.1139
47 H -4.641 -3.110 3.624  0.1085
48 H -7.266 3.044 -1.243  0.0890
49 H 2.096 3.681 0.049  0.0844
50 H 1.300 0.913 -1.715  0.0965
51 H -7.707 3.997 0.184  0.0815
52 H -5.884 -0.759 4.047  0.0819
53 H 2.519 -3.410 -2.584  0.0990
54 H 1.664 5.770 1.061  0.0575
55 H 4.978 -6.386 -2.827  0.0877
56 H 6.959 -3.843 -0.965  0.0930
57 H 0.731 -2.946 -1.064  0.1050
58 H 5.200 -6.601 -1.079  0.0885
59 H 6.738 -3.627 -2.707  0.0928
60 H 2.928 -3.294 -0.019  0.0729
61 H -6.028 4.562 1.433  0.1335
62 H -5.521 4.285 -2.660  0.0842
63 H -2.267 -2.902 0.122  0.1027
64 H 5.357 -4.116 -1.691  0.0475
65 H -4.470 -0.430 4.817  0.0877
66 H 2.232 2.301 -0.979  0.0936
67 H -0.178 0.067 -1.966  0.0984
68 H 2.208 -0.622 -0.364  0.0843
69 H 0.668 -1.859 -2.453  0.1053
70 H 6.124 -7.595 -2.220  0.0794
71 H 0.031 4.570 2.908  0.1012
72 H 0.725 -1.144 0.366  0.1120
73 H 8.204 -7.033 -2.416  0.1299
74 H -7.721 4.753 -1.418  0.0879

Properties
LUMO energy: 0.5284 eV
SMILES string: CCc1c(CN)cc2c(c1CCCCN)N(F)c1cc(Cl)cc(N)c1S2.CN(C)C=O.CN(C)C=O
total energy: -65650.58354 eV


# 4
# C23H40BN6OS4Ti

C23H40BN6OS4Ti as an isolated structure in a non-equilibrium geometry (ωB97M-V/def2-TZVPD, OMol25).

Each line ends with the Löwdin charge.
Positions of all 76 atoms, in Å:
1 Ti 10.267 10.178 10.394  0.5387
2 S 9.634 9.992 12.661  0.8765
3 S 12.279 9.207 9.224  0.7973
4 S 8.269 7.787 8.804  1.1231
5 S 9.403 12.147 9.681  0.8359
6 O 9.014 9.037 9.602  -0.7089
7 N 13.876 11.134 8.213  0.0359
8 N 11.047 12.979 11.757  0.0567
9 N 12.312 10.692 12.206  0.0376
10 N 11.949 8.733 13.235  0.0152
11 N 8.983 13.899 11.767  0.0354
12 N 12.653 11.915 9.931  0.0220
13 C 8.837 8.128 7.148  -0.2069
14 C 13.135 13.001 9.173  -0.0205
15 C 9.745 14.521 12.738  0.0113
16 C 11.364 7.477 13.778  -0.5325
17 C 13.530 10.106 12.568  -0.0002
18 C 13.959 12.538 8.204  0.0190
19 C 12.525 6.442 13.955  -0.0360
20 C 7.549 14.213 11.443  -0.5158
21 C 6.519 8.423 8.819  -0.1552
22 C 12.895 10.781 9.139  -0.6469
23 C 11.302 9.813 12.712  -0.6641
24 C 9.798 12.985 11.155  -0.5847
25 C 10.725 7.812 15.164  -0.0091
26 C 7.534 14.862 10.062  -0.0376
27 C 13.412 9.882 6.011  -0.0210
28 C 10.965 13.965 12.754  0.0149
29 C 15.113 8.992 7.767  -0.0589
30 C 10.347 6.856 12.832  -0.0515
31 C 6.994 15.242 12.480  -0.0109
32 C 13.322 8.977 13.249  0.0389
33 C 6.666 12.953 11.383  -0.0330
34 C 15.610 10.900 6.356  -0.0567
35 C 14.467 10.229 7.063  -0.5020
36 B 12.270 12.068 11.498  -0.5590
37 H 5.635 13.355 11.241  0.1195
38 H 12.407 9.609 6.331  0.0569
39 H 6.392 9.399 8.438  0.0587
40 H 8.447 7.345 6.468  0.1026
41 H 6.937 12.318 10.548  0.0284
42 H 16.032 10.228 5.592  0.1199
43 H 8.316 15.596 9.907  0.1033
44 H 10.040 8.688 15.099  0.0686
45 H 14.467 10.561 12.253  0.1587
46 H 14.670 13.077 7.590  0.1420
47 H 9.326 15.270 13.393  0.1410
48 H 11.756 14.291 13.406  0.1478
49 H 13.987 8.198 13.600  0.1331
50 H 13.377 10.788 5.433  0.0857
51 H 7.282 14.966 13.479  0.0766
52 H 13.169 12.650 11.988  0.1362
53 H 12.080 5.568 14.448  0.1024
54 H 16.025 8.569 7.328  0.0983
55 H 12.966 6.135 12.953  0.1240
56 H 15.310 11.787 5.810  0.0872
57 H 6.658 12.328 12.270  0.0908
58 H 11.489 8.057 15.941  0.1090
59 H 14.368 8.167 7.916  0.0571
60 H 9.380 7.347 12.939  0.0534
61 H 13.774 9.137 5.333  0.0995
62 H 9.930 8.231 7.105  0.0667
63 H 10.140 6.945 15.548  0.1146
64 H 8.334 9.020 6.824  0.0668
65 H 10.666 6.907 11.775  0.0902
66 H 13.114 13.990 9.549  0.1300
67 H 5.905 15.321 12.497  0.1059
68 H 7.561 14.115 9.282  0.0510
69 H 16.429 11.140 7.058  0.1150
70 H 6.082 8.431 9.836  0.0923
71 H 7.452 16.225 12.169  0.1203
72 H 10.287 5.776 13.056  0.1124
73 H 13.318 6.780 14.700  0.1100
74 H 5.926 7.722 8.268  0.0720
75 H 6.590 15.400 9.963  0.1101
76 H 15.496 9.255 8.783  0.0950

Properties
LUMO energy: -10.0180 eV
net charge: +3
total energy: -102599.47900 eV


# 5
# C6H10O

One molecule with the formula C6H10O (ωB97M-V/def2-TZVPD, OMol25).

Each line ends with the natural charge from an NBO analysis.
Positions of all 17 atoms, in Å:
1 O 2.541 0.345 0.723  -0.7065
2 C 1.262 -0.243 0.583  0.1050
3 C -1.136 0.492 -0.017  -0.2170
4 C -1.925 -0.747 0.341  -0.6140
5 C 0.016 0.600 -0.966  -0.2153
6 C 0.927 -0.630 -0.881  -0.4395
7 C 0.206 0.862 0.537  -0.2645
8 H -2.553 -0.533 1.214  0.2156
9 H 2.478 1.232 0.340  0.4628
10 H 0.019 1.316 -1.784  0.2171
11 H 0.423 -1.593 -1.026  0.2041
12 H 1.815 -0.593 -1.518  0.2254
13 H -1.771 1.377 -0.095  0.2179
14 H 0.355 1.789 1.087  0.2158
15 H -1.283 -1.594 0.599  0.2080
16 H -2.586 -1.051 -0.479  0.2120
17 H 1.211 -1.032 1.342  0.1732

Properties
LUMO energy: 1.0505 eV
SMILES string: C[C@@H]1[C@@H]2C[C@@H](O)[C@H]12
total energy: -8429.79711 eV
energy above the lowest of the compared OMol25 structures with the same formula, charge and spin: 33.28 kcal/mol


# 6
# C28H45AlCl2F2LiN4NaO8SSi2

C28H45AlCl2F2LiN4NaO8SSi2 as an isolated structure in a non-equilibrium geometry (ωB97M-V/def2-TZVPD, OMol25).

Each line ends with the Löwdin charge.
Positions of all 95 atoms, in Å:
1 Cl 6.312 3.750 -10.603  0.5131
2 Cl 7.804 2.340 -8.533  0.5327
3 S 7.199 -1.073 -0.617  0.7464
4 Si -7.158 0.365 2.669  0.3397
5 Si -4.879 -0.301 0.789  0.2503
6 Al -6.731 -2.321 -0.228  0.9855
7 Na 5.898 5.295 1.037  0.7579
8 F 5.899 5.001 -0.829  -0.4970
9 F 6.349 2.742 -0.476  -0.3946
10 O 5.369 1.069 3.069  0.0130
11 O 6.343 -2.335 -0.339  -0.3328
12 O 1.816 -4.673 -2.583  0.0379
13 O 4.047 -2.385 -2.332  -0.2748
14 O -6.428 2.556 9.764  0.0689
15 O 0.441 0.850 2.999  0.0206
16 O -0.226 0.394 -0.418  -0.0524
17 O 7.894 -1.058 -2.009  -0.4184
18 N 3.297 1.349 -5.989  0.0893
19 N -6.571 -0.387 1.207  -0.1926
20 N -1.288 -2.153 -0.793  0.1578
21 N 2.941 0.136 3.234  0.0547
22 C 2.157 0.501 0.946  0.0815
23 C 1.661 0.556 2.524  -0.2092
24 C 3.452 -2.428 -3.865  0.0149
25 C 4.246 2.179 -6.033  -0.1734
26 C 0.799 -5.340 -2.401  -0.4686
27 C 1.249 0.410 -0.443  -0.0553
28 C -3.775 -1.132 2.059  -0.1440
29 C 2.135 0.321 -1.858  0.1250
30 C 6.315 0.558 -0.343  -0.3168
31 C -0.144 -5.036 -1.268  -0.0465
32 C -9.023 0.085 2.809  -0.1741
33 C 0.450 -6.493 -3.304  -0.0174
34 C 7.846 3.639 -9.731  -1.0087
35 C -6.398 -0.369 4.219  -0.1613
36 C 4.679 0.484 -0.424  -0.0016
37 C -6.053 2.831 7.422  -0.0286
38 C 4.597 0.228 -3.282  -0.0698
39 C 4.855 -1.535 -3.366  -0.1246
40 C -4.287 1.460 0.526  -0.1258
41 C -5.105 0.844 8.754  -0.0266
42 C 5.389 3.179 -6.086  -0.0656
43 C 3.801 0.547 0.958  0.0499
44 C 4.216 0.653 2.539  -0.1992
45 C -0.764 -0.960 -0.637  -0.0898
46 C 3.803 0.346 -1.839  0.0077
47 C -5.909 2.117 8.739  -0.4889
48 C -6.899 2.222 2.686  -0.1337
49 C -4.589 -1.214 -0.844  -0.2541
50 Li 8.808 0.559 -0.275  0.8111
51 H -4.955 2.001 -0.147  0.0513
52 H -5.847 2.487 2.815  0.0244
53 H -3.530 -1.163 -1.115  0.0338
54 H -7.449 2.672 3.517  0.0549
55 H 0.410 -7.420 -2.726  0.0910
56 H 2.954 -0.915 3.117  0.1588
57 H 6.667 1.303 -1.198  0.1084
58 H 1.564 0.242 -2.886  0.1304
59 H -5.565 0.106 8.092  0.0777
60 H -3.715 -0.556 2.984  0.0310
61 H -6.932 -0.013 5.106  0.0373
62 H 3.480 -3.617 -3.759  0.1151
63 H 5.674 0.695 -3.274  0.1144
64 H 8.265 -1.107 0.338  0.0542
65 H -5.068 3.125 7.049  0.0850
66 H -3.289 1.456 0.071  0.0433
67 H -6.555 2.182 6.700  0.0649
68 H -4.872 -2.264 -0.757  -0.0970
69 H 3.947 0.504 -4.215  0.0529
70 H -7.263 2.676 1.758  0.0505
71 H -6.658 3.733 7.562  0.0886
72 H -9.552 0.532 1.962  0.0353
73 H -5.087 0.439 9.772  0.0892
74 H -5.352 -0.080 4.335  0.0199
75 H -5.173 -0.757 -1.654  0.0588
76 H -0.511 -6.306 -3.790  0.0885
77 H 8.035 4.587 -9.222  0.0319
78 H 0.236 -4.180 -0.701  0.0551
79 H 1.219 -6.595 -4.077  0.0892
80 H 5.973 -1.938 -3.766  0.1732
81 H 6.085 2.908 -6.884  -0.0149
82 H -4.141 -2.136 2.294  0.0467
83 H -0.210 -5.898 -0.599  0.0900
84 H 2.405 -2.077 -3.426  0.0988
85 H -9.258 -0.983 2.850  0.0323
86 H 8.648 3.438 -10.446  0.0334
87 H -2.757 -1.227 1.669  0.0256
88 H -4.212 2.010 1.467  0.0342
89 H 5.925 3.184 -5.132  0.0779
90 H -4.078 1.049 8.441  0.0850
91 H -1.131 -4.784 -1.663  0.0710
92 H -9.399 0.552 3.729  0.0429
93 H 6.690 1.040 0.678  0.1221
94 H -6.461 -1.462 4.204  0.0446
95 H 4.998 4.182 -6.279  0.0872

Properties
LUMO energy: -10.8751 eV
net charge: +2
total energy: -120353.28715 eV
energy above the lowest of the compared OMol25 structures with the same formula, charge and spin: 345.76 kcal/mol


# 7
# C19H24BrN4O7

A 3-piece molecular cluster, C19H24BrN4O7 overall in a non-equilibrium geometry (ωB97M-V/def2-TZVPD, OMol25).

Each line ends with the natural charge from an NBO analysis.
Positions of all 55 atoms, in Å:
1 Br -0.394 -1.514 1.591  -0.0917
2 O -2.449 -4.073 6.043  -0.4076
3 O -0.027 4.273 -3.128  -0.3779
4 O -1.141 -2.836 -2.084  -0.7145
5 O -1.555 -2.903 4.468  -0.3514
6 O 1.008 2.914 -4.433  -0.3607
7 O 0.399 -3.422 -0.563  -0.7993
8 O 1.151 2.660 0.520  -0.5506
9 N 0.945 3.922 -3.766  0.5190
10 N -1.862 -0.585 -0.749  -0.4393
11 N -4.219 -0.278 -0.429  -0.8343
12 N -1.810 -3.949 5.013  0.5215
13 C -0.641 -1.273 -0.354  -0.1537
14 C 0.441 2.166 -0.606  -0.0558
15 C 2.107 5.925 -2.940  -0.2074
16 C -1.002 1.803 -0.272  -0.4739
17 C 4.363 5.255 -4.420  -0.2114
18 C -0.086 -6.160 2.566  -0.1979
19 C -1.303 -5.162 4.355  0.0752
20 C -1.070 -7.531 4.286  -0.2250
21 C 3.225 6.742 -2.908  -0.2104
22 C -2.937 -0.662 0.205  -0.0462
23 C -0.470 -2.668 -1.081  0.7254
24 C -1.564 -6.400 4.914  -0.2258
25 C 2.135 4.784 -3.717  0.0909
26 C -0.329 -7.411 3.116  -0.1860
27 C -1.640 0.766 -1.236  -0.2130
28 C 4.350 6.410 -3.650  -0.1846
29 C 1.559 1.654 1.414  -0.2536
30 C -0.575 -5.023 3.187  -0.2000
31 C 3.249 4.432 -4.455  -0.2096
32 H -1.021 0.682 -2.124  0.2013
33 H -3.052 -1.696 0.483  0.2019
34 H 0.057 -8.297 2.630  0.2113
35 H -1.262 -8.508 4.709  0.2096
36 H -2.581 1.168 -1.583  0.1978
37 H 0.195 -0.678 -0.685  0.1973
38 H -1.564 2.723 -0.393  0.1973
39 H 3.218 7.639 -2.305  0.2191
40 H 2.458 2.001 1.912  0.1730
41 H 5.240 4.995 -4.995  0.2190
42 H 3.255 3.532 -5.051  0.2510
43 H 1.229 6.179 -2.365  0.2514
44 H -1.122 1.511 0.764  0.2193
45 H -0.392 -4.048 2.754  0.2816
46 H 5.221 7.052 -3.627  0.2147
47 H -4.354 0.723 -0.370  0.3361
48 H 0.797 1.419 2.146  0.1761
49 H -4.965 -0.691 0.113  0.3488
50 H 1.790 0.718 0.913  0.1776
51 H -2.140 -6.487 5.822  0.2374
52 H 0.483 -6.065 1.651  0.2480
53 H -2.785 -0.033 1.087  0.1412
54 H 0.452 2.971 -1.324  0.1804
55 H 0.986 1.333 -1.054  0.1581

Properties
LUMO energy: 1.1318 eV
net charge: -1
total energy: -110422.86563 eV


# 8
# CH4NS

A 2-piece molecular cluster, CH4NS overall in a non-equilibrium geometry (ωB97M-V/def2-TZVPD, OMol25).

Each line ends with the natural charge from an NBO analysis.
Positions of all 7 atoms, in Å:
1 S 2.079 1.826 0.421  -1.0342
2 N -1.503 -0.692 0.162  -0.6700
3 C -0.301 -1.056 -0.065  -0.0476
4 H -0.167 -1.951 -0.611  0.1352
5 H 0.603 -0.356 0.028  0.2124
6 H -1.576 0.332 0.076  0.3412
7 H 0.864 1.897 -0.010  0.0630

Properties
LUMO energy: 4.5290 eV
net charge: -1
total energy: -13426.85862 eV
energy above the lowest of the compared OMol25 structures with the same formula, charge and spin: 15.84 kcal/mol